# 1
13
Properties=species:S:1:pos:R:3:lowdin_spin:R:1 method="wB97M-V/def2-TZVPD" spin_multiplicity=2 largest_force_ev_per_a=1.78 orbital_gap_ev="6.509 / 2.551" e_above_lowest_kj_mol=44.18 charge=+1
O 0.843 -0.561 -1.738 0.62
C 0.162 -1.354 -2.301 0.13
H -0.877 -1.120 -2.608 0.07
H 0.502 -2.360 -2.630 0.07
H -1.381 1.824 2.108 0.00
H -0.838 1.080 0.914 0.00
O -0.989 0.986 1.859 0.01
H 0.996 1.645 -0.775 0.00
H 0.169 2.608 -1.556 0.00
O 0.420 2.397 -0.648 0.12
H -0.311 -0.934 2.247 0.00
H 0.426 -2.360 2.648 0.00
O -0.254 -1.883 2.165 0.00


# 2
14
Properties=species:S:1:pos:R:3:nbo_charge:R:1 method="wB97M-V/def2-TZVPD" smiles="O=CO.O.O.O" largest_force_ev_per_a=7.17 orbital_gap_ev=11.673 e_above_lowest_kj_mol=199.02
O -0.629 2.938 2.117 -0.51
C -0.047 1.896 2.317 0.63
O -0.537 0.764 1.556 -0.73
H 0.471 1.562 3.212 0.13
H -0.521 0.009 2.131 0.48
O -0.998 -2.514 0.968 -0.97
H -1.568 -3.258 0.900 0.49
H -1.244 -1.698 0.633 0.48
O 2.408 -1.765 -1.745 -0.94
H 3.130 -2.235 -2.064 0.47
H 1.654 -2.380 -1.671 0.47
O -0.880 2.329 -3.083 -0.94
H -0.887 2.727 -2.141 0.48
H -0.351 1.625 -3.131 0.46


# 3
13
Properties=species:S:1:pos:R:3:nbo_charge:R:1 method="wB97M-V/def2-TZVPD" smiles=[SiH3]C#P.[SiH3]P largest_force_ev_per_a=3.24 orbital_gap_ev=9.080 e_above_lowest_kj_mol=92.97
Si 1.869 1.179 -0.183 0.84
C 1.853 -0.600 -0.663 -1.08
P 1.602 -2.100 -0.914 0.65
H 0.578 1.944 -0.268 -0.15
H 2.475 1.806 -1.410 -0.13
H 2.196 1.141 1.235 -0.13
Si -1.332 -1.040 0.974 0.59
P -2.186 -0.082 -0.784 -0.18
H -0.790 -2.275 0.699 -0.17
H -2.632 -1.234 1.725 -0.14
H -0.404 -0.144 1.845 -0.14
H -2.060 1.223 -0.439 0.01
H -1.169 0.182 -1.817 0.03


# 4
13
Properties=species:S:1:pos:R:3:nbo_charge:R:1 method="wB97M-V/def2-TZVPD" largest_force_ev_per_a=1.77 orbital_gap_ev=12.014 e_above_lowest_kj_mol=64.26 charge=+1
N 0.580 0.779 -2.314 -1.10
H 1.453 1.304 -2.314 0.38
H 0.890 -0.074 -2.792 0.36
H 0.083 -0.206 -0.502 0.48
H 0.096 1.188 -3.115 0.39
N -0.189 -0.823 0.280 -0.71
C -0.139 -0.192 1.646 0.09
O -1.338 0.474 1.847 -0.68
H 0.213 -1.757 0.295 0.45
H -1.201 -0.906 0.142 0.45
H 0.087 -1.043 2.309 0.18
H 0.724 0.460 1.772 0.20
H -1.258 0.797 2.747 0.51


# 5
13
Properties=species:S:1:pos:R:3:nbo_charge:R:1 method="wB97M-V/def2-TZVPD" largest_force_ev_per_a=0.75 orbital_gap_ev=11.143 e_above_lowest_kj_mol=7.29 charge=+1
O 1.087 -1.119 -1.879 -0.98
H 0.551 -1.298 -2.664 0.50
H 0.625 -0.667 1.566 0.43
H 1.990 -1.315 -2.193 0.50
N 0.081 -0.686 0.699 -0.71
C -0.218 0.771 0.266 -0.04
N -1.149 1.360 1.100 -0.85
H 0.612 -1.161 -0.043 0.47
H -0.799 -1.146 0.932 0.44
H 0.757 1.254 0.190 0.21
H -0.597 0.680 -0.747 0.22
H -0.886 1.701 2.005 0.40
H -2.053 1.627 0.768 0.42


# 6
13
Properties=species:S:1:pos:R:3:lowdin_spin:R:1 method="wB97M-V/def2-TZVPD" spin_multiplicity=2 largest_force_ev_per_a=2.99 orbital_gap_ev="8.902 / 3.486" e_above_lowest_kj_mol=96.90 charge=+1
N -3.471 2.354 0.225 0.00
H -3.760 1.388 0.257 0.00
H -2.424 2.447 0.161 0.00
H -3.719 2.512 1.157 0.00
N 2.304 -1.301 0.610 0.50
C 0.975 -1.342 -0.062 0.05
N 0.965 -0.444 -1.180 0.37
H 2.276 -0.877 1.512 0.01
H 2.921 -0.724 0.041 0.01
H 0.150 -1.181 0.575 0.02
H 0.928 -2.429 -0.292 0.02
H 1.499 -0.899 -1.984 0.01
H 1.355 0.495 -1.020 0.00


# 7
15
Properties=species:S:1:pos:R:3:nbo_charge:R:1 method="wB97M-V/def2-TZVPD" largest_force_ev_per_a=4.09 orbital_gap_ev=10.233 e_above_lowest_kj_mol=287.22 charge=+1
C 1.702 -0.460 -0.046 0.69
N 0.653 1.100 0.132 -0.94
N 0.465 -2.596 -0.191 -0.57
N 1.198 -1.530 -0.274 -0.21
N -2.665 1.350 0.048 -1.11
O 2.910 -0.039 0.020 -0.64
H 1.387 1.829 0.155 0.43
H 0.247 0.942 1.121 0.42
H -0.469 -2.460 0.102 0.38
H 0.798 -3.552 -0.227 0.42
H -0.295 1.362 -0.403 0.48
H -3.370 1.797 -0.673 0.40
H -3.104 0.455 0.154 0.37
H -2.718 1.746 0.942 0.37
H 3.261 0.056 -0.859 0.52


# 8
18
Properties=species:S:1:pos:R:3:nbo_charge:R:1 method="wB97M-V/def2-TZVPD" largest_force_ev_per_a=5.96 orbital_gap_ev=10.000 e_above_lowest_kj_mol=135.91
C 1.562 -0.937 0.688 0.36
N 2.253 -0.075 0.178 -0.36
N 0.299 -1.206 0.341 -1.00
N 3.507 0.242 0.641 -0.62
N -2.535 -1.679 2.821 -1.06
O -1.668 -0.784 -1.229 -1.11
O 0.336 0.647 -1.634 -0.98
O -1.104 1.211 0.287 -0.98
P -0.625 -0.045 -0.573 2.47
H 2.179 -1.642 2.010 0.01
H 1.222 0.517 -1.438 0.51
H -0.064 -2.179 0.052 0.45
H 3.466 -0.030 1.606 0.35
H 3.713 1.303 0.569 0.37
H -2.070 1.129 0.441 0.53
H -1.545 -1.505 2.764 0.36
H -2.470 -2.268 3.654 0.35
H -2.896 -2.343 2.198 0.36


# 9
15
Properties=species:S:1:pos:R:3:nbo_charge:R:1 method="wB97M-V/def2-TZVPD" largest_force_ev_per_a=3.46 orbital_gap_ev=7.554 e_above_lowest_kj_mol=732.25 charge=+2
C 0.081 -0.063 1.468 -0.05
N 1.226 0.818 1.227 -0.08
N 0.214 0.527 0.179 -0.45
N -2.336 -1.003 -2.785 -0.21
N 2.623 0.703 1.227 -0.61
N -1.932 -0.929 -1.645 -0.10
H 0.195 -1.142 1.594 0.25
H -0.609 0.510 2.087 0.24
H 1.036 1.740 1.606 0.44
H 0.552 -0.021 -0.738 0.41
H -1.874 -0.388 -3.500 0.45
H -3.144 -1.486 -3.157 0.44
H 3.091 0.036 0.579 0.42
H 3.066 1.629 1.083 0.42
H -2.369 -1.294 -0.761 0.43


# 10
14
Properties=species:S:1:pos:R:3:lowdin_spin:R:1 method="wB97M-V/def2-TZVPD" spin_multiplicity=2 largest_force_ev_per_a=2.89 orbital_gap_ev="10.792 / 5.244" e_above_lowest_kj_mol=114.11 charge=+1
N -1.551 0.766 0.454 0.67
C -0.782 0.997 -0.746 0.01
O -0.932 -0.240 -1.501 0.28
H -2.634 0.771 0.470 0.01
H -1.235 -0.157 0.748 0.01
H -1.301 1.700 -1.335 0.00
H 0.266 1.203 -0.668 0.00
H -1.583 -0.177 -2.225 0.00
H 2.040 1.084 0.786 0.00
H 2.118 0.071 -0.158 0.00
O 2.639 0.850 0.059 0.00
H 1.591 -2.320 1.883 0.00
H 0.231 -2.143 1.197 0.00
O 1.135 -2.403 1.036 0.00


# 11
15
Properties=species:S:1:pos:R:3:nbo_charge:R:1 method="wB97M-V/def2-TZVPD" largest_force_ev_per_a=3.61 orbital_gap_ev=9.278 e_above_lowest_kj_mol=46.03
C -0.821 -0.102 -0.469 -1.12
P -1.786 -1.468 0.260 0.37
P -1.280 1.678 -0.487 0.34
P 1.984 -1.485 -0.542 -0.02
P 1.621 1.764 0.323 -0.04
P 0.712 -0.180 0.690 0.26
H -0.481 -0.297 -1.516 0.26
H -2.693 -0.655 1.231 0.00
H -2.636 -1.471 -0.714 -0.06
H -2.695 1.508 -0.310 -0.03
H -1.099 1.986 0.917 -0.02
H 3.014 -1.580 0.405 0.00
H 1.075 -2.731 -0.297 0.03
H 2.744 1.717 1.385 0.03
H 2.344 1.316 -0.877 0.00


# 12
6
Properties=species:S:1:pos:R:3:lowdin_spin:R:1 method="wB97M-V/def2-TZVPD" spin_multiplicity=2 largest_force_ev_per_a=1.70 orbital_gap_ev="6.493 / 6.476" e_above_lowest_kj_mol=425.87 charge=+1
O 2.873 -0.097 0.524 0.96
C -0.043 0.270 -0.006 0.01
O -0.944 -0.562 0.005 0.01
Ag -3.408 -0.818 0.212 0.00
Mg 1.733 -0.148 -0.847 0.03
H -0.212 1.354 0.112 0.00


# 13
6
Properties=species:S:1:pos:R:3:lowdin_charge:R:1 method="wB97M-V/def2-TZVPD" largest_force_ev_per_a=6.24 orbital_gap_ev=4.271 e_above_lowest_kj_mol=638.79 charge=+1
C 1.624 -0.161 0.148 -0.68
O 1.988 1.025 0.532 0.32
O 0.514 -0.163 -0.358 -0.12
Ba -2.192 -0.225 -0.493 1.59
O 2.418 -0.521 1.059 0.35
H -4.209 0.028 -0.565 -0.46


# 14
6
Properties=species:S:1:pos:R:3:nbo_charge:R:1 method="wB97M-V/def2-TZVPD" largest_force_ev_per_a=4.53 orbital_gap_ev=10.587 e_above_lowest_kj_mol=68.14
C 0.089 0.087 -0.165 0.55
O -0.549 0.336 0.907 -0.67
F -0.543 -0.394 -1.253 -0.34
Br 1.398 -1.503 0.013 -0.10
Br 0.872 1.816 -0.512 0.06
H -1.267 -0.342 1.009 0.51


# 15
7
Properties=species:S:1:pos:R:3:nbo_charge:R:1 method="wB97M-V/def2-TZVPD" largest_force_ev_per_a=1.29 orbital_gap_ev="6.783 / 6.922" e_above_lowest_kj_mol=483.32 charge=-1
C -0.284 0.173 -0.378 -0.65
O 0.658 -1.498 1.482 -0.97
O 1.366 0.852 1.624 -0.97
S 1.100 -0.303 0.768 1.64
Br -0.219 -1.252 -1.642 -0.03
Br 0.265 1.784 -1.189 0.00
H -2.886 0.245 -0.664 -0.02


# 16
6
Properties=species:S:1:pos:R:3:nbo_charge:R:1 method="wB97M-V/def2-TZVPD" largest_force_ev_per_a=1.78 orbital_gap_ev=8.735 e_above_lowest_kj_mol=23.23
C 1.257 -0.824 -0.129 -0.37
S 2.816 -0.726 0.244 0.18
Cl -2.767 1.460 0.194 -0.26
Cl 0.032 -1.473 0.780 0.13
Br 0.324 -0.234 -1.803 0.05
H -1.662 1.797 0.713 0.26


# 17
9
Properties=species:S:1:pos:R:3:nbo_charge:R:1 method="wB97M-V/def2-TZVPD" largest_force_ev_per_a=4.84 orbital_gap_ev=9.785 e_above_lowest_kj_mol=202.19
C -0.020 0.221 -0.377 -0.15
N 0.411 0.836 0.960 0.49
N 0.019 -1.198 -0.154 0.27
O -0.020 1.939 1.202 -0.34
O 1.118 0.131 1.634 -0.32
F 0.025 -1.941 -1.279 -0.19
F -1.188 -1.638 0.383 -0.22
Br -1.549 1.043 -1.055 0.16
H 1.204 0.607 -1.314 0.30


# 18
6
Properties=species:S:1:pos:R:3:nbo_charge:R:1 method="wB97M-V/def2-TZVPD" largest_force_ev_per_a=4.66 orbital_gap_ev=8.656 e_above_lowest_kj_mol=391.66
C -0.655 0.315 0.093 0.84
O 1.144 -0.118 -0.862 -0.81
F -1.454 -0.447 -0.530 -0.26
F -0.562 0.004 1.355 -0.27
Br 2.052 -1.159 0.142 0.31
H -0.525 1.406 -0.199 0.19


# 19
6
Properties=species:S:1:pos:R:3:nbo_charge:R:1 method="wB97M-V/def2-TZVPD" largest_force_ev_per_a=5.16 orbital_gap_ev=9.037 e_above_lowest_kj_mol=185.91
C 0.236 -0.035 -0.342 0.27
N -0.840 0.693 0.274 0.07
O -1.604 0.030 0.897 -0.26
F 0.704 0.472 -1.451 -0.30
Br 0.349 -1.947 -0.153 0.07
H 1.155 0.787 0.774 0.15


# 20
7
Properties=species:S:1:pos:R:3:nbo_charge:R:1 method="wB97M-V/def2-TZVPD" largest_force_ev_per_a=4.90 orbital_gap_ev=9.256 e_above_lowest_kj_mol=32.57
C 0.133 0.439 -0.265 -0.38
N -0.084 -0.659 0.605 0.44
O -0.972 -1.434 0.418 -0.33
O 0.807 -0.854 1.407 -0.36
Br -1.583 1.489 -0.232 0.07
I 0.688 -0.064 -2.253 0.26
H 1.011 1.084 0.319 0.30